[1]
{"formula": "C26H20BF3N9O2Pd", "method": "the ωB97M-V functional and the def2-TZVPD basis", "elements": ["Pd", "C", "C", "C", "C", "N", "C", "N", "C", "N", "C", "N", "C", "C", "C", "C", "C", "N", "C", "C", "C", "C", "C", "C", "H", "H", "H", "H", "H", "H", "H", "H", "H", "H", "H", "H", "B", "N", "C", "C", "C", "N", "N", "C", "C", "C", "N", "H", "H", "H", "H", "H", "H", "H", "H", "F", "C", "F", "F", "C", "O", "O"], "positions_angstrom": [[-0.590910, -0.090724, -0.019150], [-1.706010, -0.251524, 4.504750], [-0.473110, -0.233424, 5.165050], [0.680690, -0.218924, 4.429650], [0.624290, -0.205624, 3.004550], [-0.594910, -0.225624, 2.392650], [-1.699510, -0.258924, 3.122050], [1.772090, -0.154724, 2.365650], [2.145990, -0.186024, 1.107650], [1.348190, -0.191524, -0.021850], [2.154990, -0.208024, -1.141150], [1.789090, -0.203124, -2.405350], [0.639290, -0.167424, -3.043850], [0.686290, -0.232624, -4.467450], [-0.472510, -0.237724, -5.195550], [-1.700110, -0.188924, -4.528550], [-1.685410, -0.105024, -3.147550], [-0.575010, -0.067124, -2.430950], [3.523090, -0.208424, -0.719550], [4.720390, -0.203124, -1.428350], [5.891290, -0.194024, -0.699350], [5.884890, -0.194124, 0.701550], [4.706890, -0.204024, 1.418250], [3.516590, -0.198624, 0.697450], [-2.639010, -0.262824, 5.044450], [-0.444210, -0.232924, 6.244050], [1.658690, -0.224824, 4.881750], [-2.636810, -0.294524, 2.579450], [1.659390, -0.284824, -4.925450], [-0.450910, -0.285424, -6.273350], [-2.636410, -0.217424, -5.060250], [-2.618510, -0.073324, -2.597050], [4.719890, -0.219924, -2.505950], [6.838790, -0.199524, -1.213550], [6.827090, -0.194824, 1.225750], [4.696090, -0.220924, 2.495550], [-3.022510, 2.539876, 0.007550], [-3.417710, 1.069976, -0.001150], [-4.709510, 0.699576, 0.006550], [-4.771910, -0.677624, 0.035750], [-3.442410, -1.091024, 0.043150], [-2.641810, -0.019524, 0.016750], [-1.515810, 2.805376, 0.024250], [-1.064610, 4.066476, -0.004850], [0.313590, 4.048376, 0.012850], [0.644390, 2.699176, 0.057450], [-0.477310, 1.965276, 0.067050], [-3.500010, 3.049176, 0.975150], [-3.477910, 3.056576, -0.966050], [-5.499710, 1.424176, -0.008650], [-5.646810, -1.290824, 0.050750], [-3.044110, -2.087724, 0.063950], [-1.745610, 4.891776, -0.034550], [0.972090, 4.889876, -0.007650], [1.628090, 2.266276, 0.086050], [-0.695410, -4.729924, -1.302850], [-0.307310, -4.451824, -0.053250], [0.645790, -5.307224, 0.284150], [-1.363110, -4.669024, 0.747950], [0.134490, -2.950024, 0.089050], [1.229090, -2.684924, 0.530050], [-0.784610, -2.171624, -0.275450]], "atomic_forces_ev_per_a": [[-1.031, -0.569, -0.285], [0.523, -0.046, -0.307], [-0.434, -0.003, -0.112], [-0.191, -0.050, -0.825], [-1.728, 0.060, 0.546], [1.283, 0.198, -1.614], [-1.290, -0.043, 0.103], [3.178, 0.008, -2.218], [-2.662, -0.029, 2.381], [0.989, 0.555, -0.233], [-2.731, 0.077, -2.211], [3.078, -0.012, 2.085], [-1.644, 0.083, -0.471], [-0.217, 0.075, 0.787], [-0.388, 0.014, 0.138], [0.472, -0.009, 0.360], [-1.319, -0.056, -0.173], [1.231, -0.080, 1.711], [1.473, 0.047, 1.448], [-0.775, -0.075, 0.020], [0.228, -0.017, 0.477], [0.226, -0.032, -0.487], [-0.789, 0.024, -0.037], [1.484, -0.013, -1.419], [-0.082, -0.010, -0.064], [0.074, -0.001, 0.088], [0.090, 0.028, -0.042], [0.037, 0.061, -0.025], [0.118, -0.032, 0.039], [0.073, -0.026, -0.098], [-0.106, 0.047, 0.044], [0.037, 0.072, 0.010], [0.003, 0.018, -0.129], [0.108, 0.022, -0.074], [0.104, -0.005, 0.065], [-0.009, 0.030, 0.136], [-0.578, 0.673, 0.015], [-0.451, -0.236, -0.033], [0.561, -0.223, -0.004], [0.504, -0.109, 0.019], [-0.467, -0.383, -0.008], [0.177, -0.292, -0.025], [0.104, 0.263, -0.062], [0.240, -0.513, 0.006], [0.002, -0.502, 0.032], [0.449, 0.368, 0.002], [0.288, -0.578, -0.011], [-0.053, 0.063, 0.331], [-0.044, 0.077, -0.341], [0.003, 0.244, 0.012], [-0.180, -0.181, 0.002], [0.131, -0.050, -0.030], [-0.250, 0.090, -0.009], [0.218, 0.127, 0.020], [-0.073, -0.135, -0.009], [0.069, 0.140, -0.130], [-0.212, -0.094, -0.060], [0.058, 0.337, -0.004], [-0.063, 0.078, 0.133], [2.047, -1.419, 0.811], [-0.246, -0.655, 0.114], [-1.647, 2.598, -0.380]], "orbital_gap_ev": [4.5, 4.3], "homo_energy_ev": [-11.2, -11.2], "charge": 1}


[2]
{"formula": "C30H30ClKN5PS5", "method": "the ωB97M-V functional and the def2-TZVPD basis", "elements": ["K", "C", "N", "C", "C", "N", "C", "S", "C", "C", "C", "C", "C", "N", "H", "H", "H", "H", "H", "H", "H", "H", "H", "Cl", "C", "C", "C", "C", "C", "C", "P", "C", "C", "C", "C", "C", "C", "C", "C", "C", "C", "C", "C", "H", "H", "H", "H", "H", "H", "H", "H", "H", "H", "H", "H", "H", "H", "S", "C", "S", "S", "N", "C", "N", "S", "H", "H", "H", "H", "C", "H", "H", "H"], "positions_angstrom": [[-2.311419, -0.549088, 0.714581], [-1.528981, -4.025325, 4.951714], [-1.907799, -4.288812, 3.597291], [-3.007625, -3.697684, 2.904719], [-2.832527, -3.972303, 1.604922], [-1.565060, -4.572256, 1.476392], [-1.036718, -4.810890, 2.721026], [0.291667, -5.825324, 3.113946], [-0.855760, -4.315813, 0.292581], [0.431373, -4.675062, 0.057188], [1.187592, -4.073816, -0.910916], [0.514768, -3.276006, -1.811322], [-0.859693, -3.042579, -1.616114], [-1.529228, -3.538177, -0.555745], [-1.474226, -4.960805, 5.458281], [-2.275760, -3.296300, 5.364882], [-0.567093, -3.431299, 4.892838], [-3.747156, -3.051763, 3.422657], [-3.434840, -3.633203, 0.815151], [0.806281, -5.417055, 0.684857], [2.230269, -4.378153, -1.001588], [1.057998, -2.732048, -2.541751], [-1.459709, -2.455205, -2.345529], [1.004219, -0.721603, 1.198772], [2.243078, 0.012394, 0.262343], [3.417409, -0.650202, -0.043327], [4.346361, -0.059271, -0.869767], [4.010438, 1.107753, -1.497124], [2.875099, 1.816888, -1.120614], [1.958117, 1.276595, -0.270634], [0.328340, 2.071619, 0.009234], [0.515499, 3.681359, -0.880860], [-0.078813, 3.735888, -2.137281], [0.005089, 4.870050, -2.959545], [0.770118, 5.949071, -2.552987], [1.477863, 5.832349, -1.327550], [1.339284, 4.773136, -0.482044], [0.435700, 2.539120, 1.818631], [1.650075, 2.764909, 2.473217], [1.608637, 2.976289, 3.833604], [0.411581, 2.860454, 4.525001], [-0.808698, 2.565885, 3.898645], [-0.797576, 2.443549, 2.495632], [3.534655, -1.667760, 0.352671], [5.305672, -0.542344, -1.059261], [4.736219, 1.519084, -2.281557], [2.771558, 2.778630, -1.683868], [-0.643940, 2.869860, -2.483907], [-0.441144, 4.792060, -3.913347], [0.857485, 6.852797, -3.172990], [1.914088, 6.757296, -0.939914], [2.017982, 4.595871, 0.378335], [2.593686, 2.706007, 2.002518], [2.484882, 3.276935, 4.373938], [0.367463, 2.996164, 5.556487], [-1.747621, 2.463757, 4.490010], [-1.737968, 2.246146, 1.968484], [-3.974083, -1.138291, 5.524679], [-3.361269, -0.641707, 4.018623], [-1.678458, -0.801513, 3.712346], [-4.426917, -0.043700, 2.815366], [-1.346584, 0.108093, -3.276704], [-1.532777, 0.999266, -4.515746], [-2.548022, 0.357468, -5.263804], [0.061870, 0.995351, -5.373087], [-2.205239, 0.074583, -2.696211], [-0.657667, 0.438967, -2.657163], [-2.849476, 0.945961, -6.016353], [-2.293120, -0.530026, -5.652084], [0.456193, -0.779502, -5.402533], [0.216497, -1.290281, -4.485734], [1.483179, -0.892809, -5.717784], [-0.195318, -1.273628, -6.264819]], "atomic_forces_ev_per_a": [[0.121, -0.066, -0.001], [0.099, 2.364, 0.123], [-0.911, 0.991, -1.342], [0.479, -0.244, 1.058], [0.349, 0.391, 1.638], [-0.607, -0.219, -0.653], [0.279, -1.197, 0.058], [-0.493, 0.807, -0.110], [-1.141, 1.080, -0.591], [0.649, -0.601, 0.555], [-0.411, -0.683, -0.611], [-0.585, 0.852, 0.476], [-0.079, -0.441, -0.053], [0.513, 0.656, -1.033], [0.309, -0.474, 0.773], [0.505, -0.830, -0.109], [-0.880, -1.019, 0.490], [0.525, -0.841, -0.324], [-0.257, 0.047, -0.869], [0.959, -0.846, 1.002], [-0.189, 0.388, -0.135], [0.163, 0.324, -0.862], [0.668, -0.277, 0.578], [-0.046, -0.513, 0.510], [-0.212, 0.403, -0.699], [-0.577, -1.011, 1.050], [0.438, -0.686, -0.324], [1.796, 1.260, -0.959], [1.149, 1.123, -2.351], [-0.569, 0.221, 0.589], [-0.191, 0.567, 0.630], [0.806, 0.207, -0.282], [-0.442, -0.054, 0.309], [0.908, -0.420, 0.867], [0.181, -0.448, 0.460], [-0.883, 2.220, -0.328], [0.237, -2.295, 0.223], [-0.534, -0.753, -1.114], [-1.451, -0.128, 0.592], [-0.471, 0.161, 0.309], [-1.099, -0.215, -1.283], [0.167, 0.315, -0.460], [0.514, 0.192, 0.845], [0.186, 0.537, -0.054], [-0.344, -0.022, -0.102], [-1.235, -0.402, 1.285], [-0.495, -0.876, 0.920], [-0.044, 0.192, -0.185], [-0.562, 0.195, -0.892], [-0.006, -0.447, 0.386], [0.567, -0.407, -0.256], [-0.829, 0.672, -0.297], [0.749, 0.120, -0.821], [0.459, -0.152, 0.191], [0.237, 0.216, 1.681], [0.912, -0.034, -0.642], [0.452, 0.008, 0.129], [-0.118, -0.080, 0.163], [0.028, -0.143, 0.314], [0.450, 0.053, -0.231], [-0.263, 0.197, -0.392], [-1.648, -0.723, -0.623], [0.665, 0.622, 1.417], [-1.210, 0.193, 0.039], [0.027, -0.105, 0.803], [0.399, 0.336, -0.907], [1.225, 0.805, 0.615], [-0.131, 0.226, -0.172], [0.329, -0.994, -0.319], [-1.284, -0.803, -2.875], [0.074, 0.032, 0.398], [0.380, -0.209, 0.106], [1.245, 0.683, 1.684]], "orbital_gap_ev": 4.5, "homo_energy_ev": -0.6, "charge": -2}


Energy above the lowest of the compared OMol25 structures with the same formula, charge and spin / kcal/mol: 60.0 77.9